C31H49NO2P2S2Tl | wB97M-V/def2-TZVPD

XYZ file:
```
88
Properties=species:S:1:pos:R:3:forces:R:3
Tl 0.234 -0.174 -0.966 -0.7 0.4 0.4
C -2.229 1.654 0.255 0.4 -0.7 2.1
C -2.689 0.756 -0.756 0.1 -0.4 0.3
C -2.423 -0.444 1.198 -1.0 -1.3 -2.4
C -2.142 0.924 1.481 0.3 2.4 -1.8
C -2.791 -0.544 -0.179 0.7 -0.2 1.4
C -1.888 3.083 0.045 -0.1 0.8 -0.1
H -1.434 3.267 -0.940 -0.2 -0.1 0.1
H -1.158 3.447 0.779 -0.2 -0.1 -0.1
H -2.768 3.747 0.108 0.3 -0.2 0.0
C -1.850 1.487 2.820 0.2 0.2 0.4
H -1.562 2.542 2.766 -0.2 -0.2 0.0
H -1.022 0.956 3.312 -0.3 0.1 -0.1
H -2.725 1.410 3.487 0.2 0.0 -0.2
C -2.360 -1.583 2.142 0.1 -0.4 0.5
H -3.358 -1.889 2.502 0.3 0.2 -0.1
H -1.731 -1.353 3.011 -0.3 0.1 -0.1
H -1.910 -2.476 1.681 -0.2 0.2 -0.1
C -3.217 -1.773 -0.895 -0.4 -0.6 -0.3
H -4.316 -1.880 -0.907 0.3 0.0 0.0
H -2.811 -2.685 -0.442 -0.1 0.2 0.1
H -2.894 -1.791 -1.945 0.0 0.1 0.2
C -3.001 1.102 -2.164 -0.1 0.0 -0.5
H -3.974 1.614 -2.252 0.3 -0.1 0.1
H -3.038 0.217 -2.808 -0.1 0.1 0.2
H -2.249 1.763 -2.612 -0.1 0.1 0.2
C 1.758 0.593 -3.464 -0.4 0.6 -0.1
C 0.680 1.393 -3.572 0.8 -0.2 0.1
C -0.057 1.585 -4.858 -0.4 0.4 -0.2
C -0.953 0.428 -5.414 -0.4 0.1 -0.3
C -1.048 -0.860 -4.634 0.0 -0.1 0.0
C -0.002 -1.682 -4.507 -0.2 -0.1 0.0
C 1.324 -1.399 -5.166 0.3 -0.3 -0.2
C 2.253 -0.276 -4.586 0.6 -0.1 -0.2
H 0.675 1.841 -5.647 -0.2 0.0 0.4
H -0.573 0.218 -6.431 -0.3 -0.1 0.4
H -0.700 2.472 -4.725 0.3 -0.3 -0.2
H 2.522 0.374 -5.439 0.0 -0.1 0.4
H 2.405 0.657 -2.572 -0.4 -0.2 -0.2
H 0.354 2.033 -2.735 0.4 -0.3 -0.3
H 3.195 -0.759 -4.271 -0.4 0.3 -0.1
H 1.903 -2.338 -5.148 -0.2 0.4 -0.1
H -0.091 -2.663 -4.017 -0.2 0.5 -0.1
H 1.164 -1.161 -6.235 -0.1 -0.2 0.4
H -1.974 0.826 -5.534 0.4 -0.2 -0.1
H -2.050 -1.131 -4.268 0.6 0.0 0.0
P 1.865 1.980 0.744 0.5 0.2 0.8
C 1.539 2.893 2.305 -0.2 -0.2 0.1
H 2.396 3.531 2.570 -0.3 -0.1 -0.2
H 1.383 2.171 3.117 0.1 0.3 -0.2
H 0.616 3.479 2.190 0.4 0.0 0.1
C 3.561 1.329 1.018 -0.1 -0.1 -0.1
H 4.225 2.128 1.381 -0.1 -0.2 -0.2
H 3.937 0.911 0.071 0.0 0.2 0.3
H 3.509 0.529 1.772 0.1 0.4 -0.2
C 2.101 3.383 -0.430 -0.3 -0.2 -0.3
H 2.492 3.009 -1.387 0.0 0.2 0.3
H 2.771 4.151 -0.010 -0.2 -0.3 -0.1
H 1.116 3.831 -0.637 0.3 0.0 0.1
P 1.136 -2.729 -0.057 0.1 -0.5 0.3
C -0.083 -3.855 -0.841 -0.1 -0.1 -0.1
H 0.393 -4.730 -1.308 -0.2 0.2 0.3
H -0.634 -3.297 -1.614 0.2 -0.2 0.1
H -0.827 -4.167 -0.090 0.3 0.0 -0.2
C 2.654 -2.886 -1.075 0.2 0.1 0.0
H 2.399 -2.899 -2.144 0.0 -0.1 0.3
H 3.245 -3.773 -0.802 -0.2 0.2 -0.2
H 3.271 -1.991 -0.902 -0.1 -0.3 0.0
C 1.568 -3.523 1.539 0.1 -0.1 0.1
H 1.895 -4.570 1.434 -0.1 0.4 0.0
H 0.693 -3.467 2.204 0.2 -0.2 -0.2
H 2.349 -2.926 2.034 -0.1 -0.3 -0.3
O 3.107 2.373 5.798 0.1 -1.1 -0.4
S 3.174 0.928 5.755 -0.6 -0.1 1.0
O 4.320 0.246 6.306 -0.7 0.5 -0.8
N 2.789 0.376 4.241 -0.9 -0.8 -1.4
C 1.599 -0.231 4.151 2.7 1.6 0.9
S 1.011 -0.573 2.608 -0.4 -0.2 -0.5
C 0.904 -0.367 5.441 -0.7 0.4 1.2
C -0.381 -0.821 5.784 0.4 0.0 0.0
C -0.835 -0.680 7.107 0.4 0.0 -0.2
C -0.023 -0.084 8.084 0.2 0.0 -0.4
C 1.243 0.412 7.739 -0.2 -0.3 -0.3
C 1.674 0.247 6.431 -0.4 0.2 0.8
H -1.006 -1.284 5.022 0.0 0.1 0.2
H -1.829 -1.035 7.377 0.3 0.1 -0.1
H -0.372 0.008 9.112 0.0 0.0 -0.3
H 1.887 0.926 8.445 -0.2 -0.1 0.1
```
Forces are in eV/Å.

Values from the calculation:
Kohn-Sham gap (spin up / spin down) (eV): 5.8 / 4.1
E_LUMO (spin up / spin down) (eV): -4.26 / -5.97
Total charge: +1
HOMO energy (spin up / spin down) (eV): -10.1 / -10.1


FH2P | wB97M-V/def2-TZVPD

XYZ file:
```
4
Properties=species:S:1:pos:R:3:forces:R:3
F -1.952 0.744 0.065 0.1 -0.6 -0.2
P -1.072 -0.609 -0.095 2.8 2.5 -1.0
H -0.265 -0.339 1.062 -0.3 -0.4 -0.1
H 0.605 0.305 -1.046 -2.6 -1.5 1.3
```
Forces are in eV/Å.

Values from the calculation:
Kohn-Sham gap (eV): 9.5
E_LUMO (eV): -0.43
HOMO energy (eV): -10.0


C26H27As2BrCl5NO3PdS | wB97M-V/def2-TZVPD

XYZ file:
```
67
Properties=species:S:1:pos:R:3:forces:R:3
Pd -0.115 -1.067 -0.128 -0.2 0.2 0.2
C -3.709 1.029 1.159 0.1 0.1 0.1
As -2.241 -0.305 1.389 -0.1 -0.3 -0.3
C -2.470 -0.555 3.323 0.0 0.0 0.1
C -3.373 -1.830 0.760 -0.1 0.0 0.1
C -4.507 -2.180 1.495 0.0 0.0 0.0
C -5.312 -3.254 1.146 0.0 0.0 0.0
C -5.004 -3.999 0.019 0.0 0.0 0.0
C -3.915 -3.630 -0.755 0.0 0.0 0.0
C -3.094 -2.557 -0.402 -0.1 -0.1 -0.2
As -1.562 -2.075 -1.552 0.4 0.2 0.3
C -1.367 -3.726 -2.610 -0.1 0.0 0.0
C -2.547 -1.004 -2.879 0.0 -0.1 0.0
H -4.652 0.701 1.600 0.0 0.0 0.0
H -3.837 1.228 0.094 -0.1 0.0 0.0
H -3.391 1.959 1.636 0.0 0.0 0.0
H -3.507 -0.687 3.634 0.0 0.0 0.0
H -2.073 0.340 3.805 0.1 0.0 0.0
H -1.867 -1.412 3.621 0.1 0.0 0.0
H -4.776 -1.599 2.368 0.0 0.0 0.0
H -6.176 -3.503 1.753 0.0 0.0 0.0
H -5.605 -4.859 -0.257 0.0 0.0 0.0
H -3.693 -4.198 -1.650 0.0 0.0 0.0
H -2.231 -3.953 -3.240 0.0 0.0 0.0
H -1.169 -4.555 -1.932 0.0 0.0 0.0
H -0.492 -3.578 -3.241 0.0 0.0 0.0
H -3.499 -1.463 -3.154 0.0 0.0 0.0
H -1.920 -0.887 -3.764 0.0 0.0 0.0
H -2.712 -0.020 -2.444 -0.1 0.0 0.0
O 4.714 3.060 -2.636 -0.2 0.4 0.1
S 3.524 2.287 -2.128 1.1 0.3 -0.5
C 2.667 1.826 -3.650 -0.3 -0.5 -0.1
C 3.779 1.203 -4.495 0.0 0.0 0.2
C 4.647 0.349 -3.529 -0.1 0.1 0.0
C 4.209 0.629 -2.072 0.0 -0.8 -0.3
H 2.153 2.687 -4.077 0.2 0.1 0.0
H 1.909 1.071 -3.417 0.0 0.1 0.2
H 4.384 1.990 -4.939 0.0 0.0 0.0
H 3.356 0.590 -5.291 0.0 0.0 0.0
H 5.699 0.597 -3.654 0.0 0.0 0.0
H 4.520 -0.711 -3.753 0.0 0.0 0.1
H 5.033 0.629 -1.362 0.0 0.1 0.0
H 3.489 -0.123 -1.742 -0.2 0.3 0.2
Cl 1.292 2.073 -0.114 2.1 2.4 1.0
C 1.559 -0.813 2.122 0.4 0.2 -0.2
C 0.680 -1.943 2.404 1.9 0.9 0.3
C 1.347 -2.785 3.254 -1.1 -0.8 -0.1
Cl 0.394 -4.274 3.747 0.0 0.0 0.0
C 2.632 -2.730 3.829 0.0 -0.1 0.1
Cl 3.278 -3.993 4.854 0.0 0.0 0.0
C 3.386 -1.604 3.566 -0.1 0.0 0.0
Cl 4.970 -1.404 4.266 0.0 0.0 0.0
C 2.842 -0.643 2.728 -0.2 -0.2 0.4
Cl 3.739 0.827 2.394 0.0 -0.1 -0.1
Br 0.366 5.174 4.317 0.0 0.0 0.0
C 0.888 4.968 2.501 0.0 -0.1 0.2
C 1.128 6.098 1.738 0.0 -0.1 -0.1
N 1.480 6.004 0.462 0.2 -0.1 -0.2
C 1.599 4.792 -0.078 -0.1 0.1 -0.2
C 1.345 3.617 0.618 0.3 -0.2 0.0
C 1.009 3.702 1.961 -0.2 0.1 0.3
C -0.671 1.583 -0.981 -2.9 -1.9 -1.5
O 1.270 0.112 1.264 -0.7 -1.1 0.2
O -1.525 2.171 -1.459 0.1 0.7 0.1
H 1.023 7.092 2.153 0.0 0.0 0.0
H 1.873 4.734 -1.125 0.0 0.1 0.0
H 0.826 2.801 2.534 0.0 0.0 0.0
```
Forces are in eV/Å.

Values from the calculation:
Kohn-Sham gap (eV): 4.6
E_LUMO (eV): 3.89
Total charge: -2
HOMO energy (eV): -0.7


CH4Br2Si | wB97M-V/def2-TZVPD

XYZ file:
```
8
Properties=species:S:1:pos:R:3:forces:R:3
C 0.841 -0.079 -0.476 -0.1 -0.4 2.0
Si -0.970 -0.033 0.379 0.1 1.1 -0.4
Br 1.994 -1.693 -0.090 -1.0 0.8 -0.1
Br 1.886 1.513 -0.145 0.0 0.3 0.6
H -1.094 0.465 1.767 0.8 -0.4 0.2
H -1.712 -1.304 0.277 0.3 -0.1 -0.2
H 0.845 0.016 -1.516 -0.6 -0.6 -1.6
H -1.788 1.117 -0.196 0.6 -0.7 -0.4
```
Forces are in eV/Å.

Values from the calculation:
Kohn-Sham gap (eV): 10.4
E_LUMO (eV): 0.13
HOMO energy (eV): -10.3


C23H31AgBrN9O3 | wB97M-V/def2-TZVPD

XYZ file:
```
68
Properties=species:S:1:pos:R:3:forces:R:3
Ag 0.382 -0.459 -0.651 -0.2 -0.3 0.2
Br -7.627 3.834 4.865 0.0 0.0 0.0
C -6.502 2.339 5.184 0.0 0.0 0.0
C -6.493 1.288 4.278 0.0 0.0 0.0
C -5.663 0.206 4.506 0.1 -0.1 0.0
C -4.847 0.170 5.636 -0.1 0.1 -0.1
C -4.902 1.207 6.555 0.0 0.0 0.0
C -5.718 2.306 6.323 0.0 0.0 0.0
N -4.083 -0.998 5.943 -0.1 -0.1 0.0
N -3.189 -1.425 5.192 0.1 0.0 0.1
C -2.669 -0.729 4.085 0.0 0.0 -0.1
C -2.549 0.647 3.963 0.0 0.0 0.1
C -1.918 1.241 2.884 0.0 0.0 0.0
C -1.373 0.503 1.810 0.0 0.0 0.0
O -0.828 1.055 0.812 0.1 0.2 0.0
C -1.465 -0.960 1.942 0.0 0.0 0.1
N -0.927 -1.718 0.953 -0.1 0.2 0.1
C -0.958 -3.024 1.051 0.0 0.0 0.0
C -1.532 -3.695 2.142 0.0 0.0 0.0
C -2.093 -2.958 3.144 0.0 0.0 0.0
C -2.077 -1.545 3.074 0.0 0.0 0.0
H -7.125 1.319 3.401 0.0 0.0 0.0
H -5.634 -0.616 3.803 0.0 0.0 0.0
H -4.296 1.154 7.450 0.0 0.0 0.0
H -5.752 3.124 7.029 0.0 0.0 0.0
H -2.930 1.289 4.745 0.0 0.0 0.0
H -1.850 2.322 2.831 0.0 0.0 0.0
H -0.502 -3.583 0.240 0.0 0.0 0.0
H -1.524 -4.776 2.177 0.0 0.0 0.0
H -2.548 -3.429 4.004 0.0 0.0 0.0
N 2.213 -0.593 1.294 0.0 0.0 -0.2
C 2.870 0.598 0.775 -0.1 0.0 -0.1
C 4.222 0.915 1.420 0.0 0.1 0.0
C 5.000 2.122 0.887 -0.1 0.1 0.0
C 4.241 3.469 0.799 0.0 -0.1 0.0
N 3.120 3.615 1.717 0.0 0.1 0.0
C 1.823 3.627 1.288 -0.1 0.0 0.0
N 1.531 3.398 0.054 0.1 0.0 -0.1
N 0.887 3.868 2.269 0.0 0.0 0.0
C 2.962 0.458 -0.746 -0.1 -0.4 0.1
O 2.852 1.572 -1.456 0.0 0.2 0.1
O 3.102 -0.627 -1.272 0.2 0.3 0.0
H 1.949 -0.463 2.261 0.0 -0.1 0.0
H 2.776 -1.428 1.192 0.1 0.0 0.0
H 2.183 1.409 0.984 0.0 0.0 -0.1
H 4.857 0.028 1.344 0.0 0.0 0.0
H 4.027 1.068 2.486 0.0 0.0 0.0
H 5.396 1.902 -0.107 0.0 0.0 0.0
H 5.868 2.248 1.538 0.0 0.0 0.0
H 3.848 3.618 -0.202 0.0 0.0 0.0
H 4.943 4.285 0.978 0.0 0.0 0.0
H 3.299 4.013 2.622 0.0 0.0 0.0
H 2.460 2.318 -0.891 -0.1 -0.1 -0.1
H 0.527 3.316 -0.077 0.0 0.0 0.1
H 1.156 3.635 3.212 0.0 0.0 0.0
H -0.039 3.536 2.040 0.0 -0.1 0.0
N -0.321 1.112 -2.335 0.1 0.0 0.0
C -0.481 0.435 -3.617 0.0 0.0 0.0
C -1.102 -0.945 -3.443 0.0 0.0 0.0
N -0.233 -1.823 -2.657 0.1 0.1 0.0
H -1.197 1.427 -1.935 0.0 0.0 0.0
H 0.315 1.896 -2.395 0.0 0.0 0.0
H 0.515 0.321 -4.054 0.0 0.0 0.0
H -1.088 1.002 -4.331 0.0 0.0 0.0
H -1.328 -1.347 -4.437 0.0 0.0 0.0
H -2.049 -0.848 -2.906 0.0 0.0 0.0
H 0.604 -2.066 -3.174 0.0 0.0 0.0
H -0.701 -2.682 -2.400 0.0 0.0 0.0
```
Forces are in eV/Å.

Values from the calculation:
Kohn-Sham gap (eV): 7.1
E_LUMO (eV): 0.43
HOMO energy (eV): -6.7


C35H53BrClN2O19S | wB97M-V/def2-TZVPD

XYZ file:
```
112
Properties=species:S:1:pos:R:3:forces:R:3
C -2.187 -1.977 3.747 0.5 -0.5 -0.6
C -1.655 -3.542 3.993 -0.5 0.8 -0.2
C -0.340 -3.722 3.028 -0.1 -1.0 0.6
C 0.380 -5.210 3.138 -0.6 -0.1 -0.1
C 1.804 -5.297 2.302 -0.4 0.8 0.0
C 2.011 -4.069 1.218 0.2 -0.9 0.6
C 3.369 -4.416 0.321 -1.1 0.3 -0.5
C 3.224 -3.667 -1.147 0.1 -0.6 -0.3
C 4.576 -2.881 -1.640 0.6 -0.5 0.3
C 5.066 -1.662 -0.652 0.8 -0.1 -1.1
C 4.300 -0.231 -0.891 0.3 0.6 0.5
C 2.754 -0.182 -0.304 0.1 0.2 0.4
C 1.645 -0.317 -1.504 -1.5 -2.1 -5.8
C 1.876 -0.929 -3.008 -2.9 1.9 3.3
N 0.547 -0.884 -3.730 0.6 1.5 4.3
Cl 0.497 -1.524 -5.332 -0.4 0.7 1.3
C -0.571 -0.293 -2.900 4.9 -0.8 0.6
C -2.153 -0.086 -3.277 0.6 0.3 0.7
C -2.462 0.185 -4.864 1.6 5.5 -3.8
O -2.180 1.296 -5.554 -1.8 -7.6 5.3
Br -3.412 -1.317 -5.851 1.0 1.5 1.3
N 0.171 0.016 -1.583 0.0 -1.5 -2.5
S -0.535 0.697 -0.095 -0.9 -0.2 -0.3
H -1.873 -1.727 2.622 -0.7 -0.3 2.4
H -3.357 -1.882 3.803 2.4 -0.1 0.2
H -1.639 -1.226 4.475 -1.3 -1.5 -1.6
H -2.569 -4.232 3.706 2.1 1.1 0.4
H -1.413 -3.735 5.138 -0.4 0.4 -2.5
H -0.710 -3.628 1.906 0.9 0.1 2.3
H 0.442 -2.890 3.322 -1.7 -1.6 -0.8
H -0.409 -5.990 2.706 1.7 1.6 0.8
H 0.561 -5.546 4.260 -0.4 0.9 -2.3
H 2.688 -5.200 3.081 -1.7 -0.6 -1.7
H 1.818 -6.294 1.691 0.3 1.8 1.4
H 1.033 -3.992 0.564 2.1 -0.2 1.0
H 2.100 -3.074 1.830 0.0 -1.8 -1.4
H 4.328 -4.058 0.889 -1.8 -0.8 -1.1
H 3.392 -5.575 0.111 0.2 2.6 0.7
H 2.258 -3.008 -1.088 2.0 -0.9 -0.3
H 3.008 -4.502 -1.969 0.4 1.7 1.7
H 4.529 -2.518 -2.776 0.0 -0.7 2.4
H 5.453 -3.688 -1.623 -1.9 1.7 0.0
H 5.060 -2.042 0.459 -0.3 1.0 -2.1
H 6.214 -1.469 -0.917 -2.5 -0.3 0.6
H 4.906 0.592 -0.275 -1.4 -1.8 -1.4
H 4.315 0.139 -2.016 0.1 -1.0 2.3
H 2.613 0.848 0.273 0.0 -2.2 -1.4
H 2.688 -1.054 0.507 -0.4 1.8 -1.9
H 2.830 -1.373 -3.520 -2.3 1.0 1.1
H -2.518 0.882 -2.684 0.8 -2.0 -1.3
H -2.731 -1.039 -2.912 1.1 1.9 -0.8
H -1.903 0.289 0.004 1.8 0.0 -0.8
C 0.030 4.030 -1.473 0.1 -0.9 -0.3
C -1.253 4.789 -1.575 -0.7 -0.2 -0.2
O -1.065 5.867 -0.678 1.5 0.5 0.4
C 0.283 6.049 -0.552 0.5 1.9 1.0
O 0.800 6.999 0.011 -1.1 -2.1 -1.2
O 0.975 5.030 -1.140 -0.1 0.9 0.4
H 0.300 3.540 -2.412 0.1 0.1 0.1
H 0.011 3.281 -0.674 0.0 0.2 -0.1
H -1.422 5.191 -2.580 0.1 -0.1 0.2
H -2.117 4.187 -1.282 0.9 0.8 0.1
C -5.786 4.749 -3.708 -0.8 0.8 -0.3
C -4.558 5.134 -4.467 -0.3 0.6 -1.2
O -3.508 4.796 -3.580 0.0 -1.1 1.2
C -3.993 3.837 -2.738 -0.1 -0.5 0.3
O -3.309 3.197 -1.957 -2.0 -0.2 -1.7
O -5.342 3.686 -2.886 1.9 -0.5 0.5
H -6.596 4.419 -4.365 0.1 -0.1 0.2
H -6.154 5.559 -3.069 0.3 -0.4 -0.3
H -4.440 4.557 -5.390 0.1 0.0 0.1
H -4.535 6.200 -4.708 0.2 -0.2 0.1
C 3.191 8.074 1.540 -0.5 -0.3 -1.2
C 2.649 7.754 2.896 -0.9 -0.6 0.2
O 3.660 8.220 3.769 0.7 0.6 -0.2
C 4.358 9.178 3.091 1.8 1.6 0.9
O 5.192 9.911 3.598 -1.9 -1.7 -1.1
O 4.002 9.210 1.774 0.4 0.2 1.1
H 2.401 8.303 0.820 0.4 0.0 0.2
H 3.816 7.269 1.139 0.0 0.0 0.0
H 1.719 8.291 3.112 0.1 0.0 0.0
H 2.481 6.682 3.035 0.1 0.2 0.1
C 3.348 -0.816 6.517 0.2 0.5 1.1
C 3.396 -2.293 6.295 0.4 -0.8 0.9
O 2.681 -2.463 5.086 -0.2 0.9 -0.9
C 2.745 -1.276 4.417 -0.5 0.3 -1.6
O 2.381 -1.115 3.263 0.7 -0.3 2.1
O 3.269 -0.292 5.205 -0.4 -0.7 -1.1
H 4.238 -0.443 7.031 -0.2 0.1 -0.2
H 2.459 -0.505 7.076 0.1 0.0 -0.1
H 4.417 -2.662 6.158 -0.1 0.0 0.0
H 2.922 -2.851 7.108 0.0 0.0 -0.3
C -9.145 3.297 -1.331 0.0 -1.0 0.8
C -10.308 3.746 -2.154 -1.0 -0.6 -0.1
O -9.979 5.082 -2.483 1.2 0.4 0.0
C -8.620 5.188 -2.399 0.7 1.8 -0.6
O -7.980 6.153 -2.780 -1.8 -1.8 1.0
O -8.072 4.072 -1.835 -0.1 1.0 -0.6
H -8.939 2.230 -1.447 0.1 0.2 0.0
H -9.273 3.521 -0.267 0.0 0.0 -0.1
H -10.414 3.170 -3.079 0.0 0.1 0.1
H -11.250 3.704 -1.600 0.1 0.2 -0.2
C 1.780 -9.491 -1.228 -0.7 -0.9 -0.2
C 1.596 -8.039 -1.528 -0.9 0.5 -0.6
O 2.609 -7.417 -0.758 0.6 -0.5 0.2
C 3.578 -8.354 -0.547 2.6 0.2 1.1
O 4.674 -8.116 -0.066 -2.6 -0.4 -1.1
O 3.163 -9.592 -0.946 0.5 0.9 0.2
H 1.510 -10.128 -2.075 0.2 0.0 0.2
H 1.215 -9.811 -0.347 0.0 0.0 -0.1
H 1.762 -7.805 -2.585 0.0 0.0 0.1
H 0.608 -7.675 -1.234 0.2 0.1 0.0
```
Forces are in eV/Å.

Values from the calculation:
Kohn-Sham gap (eV): 7.6
E_LUMO (eV): -3.93
Total charge: +1
HOMO energy (eV): -11.5


Number 1: energy -83459.12166 eV. Number 2: energy -12036.55885 eV. Number 3: energy -303675.56495 eV. Number 4: energy -149063.26746 eV. Number 5: energy -117949.81464 eV. Number 6: energy -172418.14599 eV.